# 1
9
Properties=species:S:1:pos:R:3:mulliken_charge:R:1 method="wB97M-V/def2-TZVPD" e_lumo_ev=3.833 total_charge=-1 homo_energy_ev=-4.9 e_above_lowest_kcal_mol=20.7 orbital_gap_ev=8.69
C 0.336 0.335 0.138 0.427
N 2.012 1.506 0.617 -0.381
N 1.509 0.329 0.753 -0.319
N 0.077 1.588 -0.386 -0.347
N 1.187 2.249 -0.063 -0.343
Si -0.976 -1.226 -0.123 0.198
H -0.641 -2.605 0.551 -0.089
H -0.981 -1.293 -1.702 -0.071
H -2.522 -0.884 0.213 -0.076

***

# 2
70
Properties=species:S:1:pos:R:3:mulliken_charge:R:1 method="wB97M-V/def2-TZVPD" e_lumo_ev=0.222 smiles=OCCO.OCCO.OCCO.OCCO.OCCO.OCCO.OCCO homo_energy_ev=-9.4 e_above_lowest_kcal_mol=20.8 orbital_gap_ev=9.58
O -3.217 -0.376 1.344 -0.572
C -3.629 0.286 0.184 -0.047
C -3.820 -0.588 -1.044 0.088
O -5.192 -0.875 -1.238 -0.585
H -2.730 -1.183 1.105 0.416
H -4.586 0.790 0.354 0.376
H -2.920 1.089 -0.066 -0.043
H -3.192 -1.480 -0.932 0.124
H -3.374 -0.051 -1.897 0.002
H -5.300 -1.712 -1.695 0.340
O 2.093 3.744 1.740 -0.488
C 2.850 3.308 2.864 -0.270
C 3.938 2.357 2.425 -0.142
O 4.838 2.940 1.523 -0.543
H 2.029 4.701 1.752 0.262
H 3.283 4.159 3.396 0.409
H 2.187 2.793 3.575 0.137
H 3.499 1.442 1.999 -0.041
H 4.462 2.025 3.324 0.383
H 4.369 3.041 0.688 0.333
O 1.068 -3.990 -0.083 -0.501
C 0.291 -4.180 1.115 -0.856
C -0.366 -2.897 1.547 0.618
O -1.464 -2.560 0.667 -0.677
H 1.964 -3.736 0.151 0.292
H -0.501 -4.883 0.856 0.288
H 0.914 -4.587 1.918 0.392
H 0.330 -2.057 1.458 -0.198
H -0.735 -2.962 2.568 0.114
H -1.057 -2.095 -0.077 0.186
O -0.538 -0.366 -1.152 0.218
C 0.868 -0.328 -1.032 -0.970
C 1.343 0.378 0.180 0.761
O 0.952 1.746 0.091 -0.521
H -0.835 0.484 -1.515 -0.068
H 1.230 -1.363 -1.057 0.459
H 1.320 0.066 -1.955 0.374
H 2.437 0.349 0.279 0.182
H 0.948 -0.018 1.119 -0.624
H 1.316 2.266 0.826 0.170
O 0.134 -3.504 -4.493 -0.573
C 0.373 -2.180 -4.118 0.619
C 0.189 -1.253 -5.274 -0.366
O 1.148 -1.489 -6.312 -0.559
H 0.133 -4.044 -3.697 0.340
H -0.235 -1.846 -3.264 -0.246
H 1.414 -2.035 -3.762 0.077
H 0.248 -0.219 -4.923 0.138
H -0.789 -1.411 -5.735 0.333
H 1.904 -0.911 -6.178 0.321
O 1.161 -0.601 3.522 -0.538
C -0.140 -0.037 3.788 0.072
C -0.810 -0.733 4.940 -0.547
O -0.053 -0.568 6.140 -0.555
H 1.715 -0.353 4.270 0.314
H 0.008 1.021 4.048 0.300
H -0.719 -0.085 2.865 0.091
H -0.914 -1.795 4.721 0.197
H -1.820 -0.324 5.060 0.326
H -0.295 0.271 6.542 0.338
O -0.838 1.055 -2.835 -0.511
C -0.264 2.367 -2.805 -0.457
C -1.144 3.395 -2.120 -0.517
O -1.244 3.176 -0.744 -0.533
H -1.458 1.004 -3.567 0.300
H 0.660 2.292 -2.236 0.180
H -0.078 2.729 -3.821 0.522
H -2.158 3.389 -2.529 0.319
H -0.698 4.382 -2.330 0.347
H -0.500 2.625 -0.459 0.493

***

# 3
45
Properties=species:S:1:pos:R:3:mulliken_charge:R:1 method="wB97M-V/def2-TZVPD" e_lumo_ev=-13.422 total_charge=+3 homo_energy_ev=-19.4 e_above_lowest_kcal_mol=16.1 orbital_gap_ev=5.97
Pt -0.080 -0.860 -0.032 0.785
C -2.711 -1.256 -1.256 -0.723
N -2.144 -0.614 -0.021 0.148
C -2.693 -1.270 1.216 -0.714
C -2.399 0.810 -0.012 1.324
C -3.686 1.267 -0.001 -0.694
C -3.937 2.643 0.008 -0.780
C -2.877 3.559 0.006 -1.260
C -1.584 3.119 -0.004 -0.513
C -1.278 1.717 -0.015 0.476
N -0.042 1.143 -0.021 -0.507
C 1.220 1.662 -0.014 0.516
C 1.586 3.049 -0.004 -0.486
C 2.897 3.432 0.007 -1.273
C 3.916 2.472 0.011 -0.769
C 3.605 1.108 0.003 -0.637
C 2.300 0.707 -0.009 1.198
N 1.984 -0.704 -0.016 0.129
C 2.520 -1.379 -1.248 -0.665
C 2.496 -1.387 1.222 -0.597
H -3.800 -1.185 -1.258 0.379
H -2.435 -2.305 -1.263 0.443
H -2.325 -0.748 -2.138 0.353
H -3.782 -1.202 1.234 0.382
H -2.296 -0.771 2.097 0.354
H -2.415 -2.319 1.206 0.436
H -4.516 0.574 0.001 0.463
H -4.960 2.998 0.017 0.467
H -3.083 4.620 0.014 0.506
H -0.819 3.866 -0.002 0.278
H 0.853 3.828 -0.006 0.285
H 3.149 4.484 0.014 0.506
H 4.953 2.783 0.021 0.467
H 4.405 0.380 0.007 0.466
H 3.611 -1.358 -1.249 0.367
H 2.158 -0.860 -2.133 0.352
H 2.195 -2.414 -1.247 0.357
H 3.587 -1.367 1.246 0.366
H 2.171 -2.423 1.208 0.266
H 2.116 -0.873 2.103 0.350
Cl -0.245 -3.381 -0.103 -0.146
C 0.385 -5.165 0.054 -0.375
Cl 2.058 -5.236 0.432 -0.019
H 0.172 -5.577 -0.926 0.368
H -0.229 -5.567 0.852 0.373

***

# 4
12
Properties=species:S:1:pos:R:3:mulliken_charge:R:1 method="wB97M-V/def2-TZVPD" e_lumo_ev=0.813 homo_energy_ev=-10.0 e_above_lowest_kcal_mol=162.2 orbital_gap_ev=10.81
C -2.118 -0.523 0.452 -0.739
C 0.967 1.124 0.153 0.069
H -1.422 -1.555 -0.066 0.356
H -3.443 -0.710 0.618 0.276
H -1.480 -0.640 1.436 0.307
H -1.972 1.024 -1.228 0.284
H 0.602 2.210 0.449 0.310
N -1.450 0.827 -0.214 -0.516
N -0.061 0.352 -0.336 0.544
N 1.915 0.157 0.410 -0.326
N 1.480 -0.999 -0.080 -0.266
N 0.205 -0.899 -0.471 -0.298

***

# 5
150
Properties=species:S:1:pos:R:3:mulliken_charge:R:1 method="wB97M-V/def2-TZVPD" e_lumo_ev=-4.131 total_charge=+1 homo_energy_ev=-9.5 orbital_gap_ev=5.39
O 4.372 0.615 3.895 -0.413
N 5.146 0.420 3.057 0.179
O 4.727 0.958 1.814 -0.211
C 5.353 0.192 0.784 -0.329
N 5.231 -1.224 1.109 0.239
C 6.159 -2.038 1.455 -0.200
C 5.608 -3.370 1.785 -1.179
C 4.196 -3.357 1.137 0.528
C 3.150 -4.292 1.780 -0.820
C 1.955 -3.630 2.449 -0.746
C 0.992 -2.951 1.454 -0.588
C -0.446 -3.002 1.899 0.333
O -0.956 -2.032 2.462 -0.628
O -1.188 -4.105 1.672 -0.459
C 3.910 -1.857 1.086 -1.167
H 4.812 0.422 -0.126 0.310
H 6.396 0.484 0.689 0.404
H 7.193 -1.728 1.517 0.735
H 6.251 -4.197 1.510 0.494
H 5.513 -3.320 2.880 0.415
H 4.403 -3.737 0.135 0.326
H 3.662 -4.872 2.550 0.526
H 2.809 -5.008 1.041 0.218
H 1.404 -4.437 2.935 0.535
H 2.256 -2.970 3.261 0.399
H 1.160 -3.365 0.459 0.620
H 1.233 -1.893 1.397 0.096
H -0.626 -4.839 1.392 0.371
H 3.306 -1.578 0.225 0.393
H 3.336 -1.486 1.937 0.391
C 6.889 3.626 5.770 0.643
O 8.072 3.310 5.794 -0.703
N 5.985 2.929 5.013 -0.168
N 6.388 4.666 6.481 -0.323
H 5.008 3.144 4.953 0.168
H 6.347 2.139 4.521 0.105
H 7.030 5.183 7.048 0.146
H 5.421 4.939 6.475 0.112
C -4.044 -1.556 -0.366 0.455
O -4.351 -1.195 -1.492 -0.784
N -4.971 -1.715 0.634 -0.402
N -2.763 -1.837 -0.017 -0.035
H -4.736 -2.010 1.563 0.149
H -5.928 -1.513 0.412 0.249
H -2.072 -1.730 -0.732 0.101
H -2.490 -2.135 0.899 0.089
C -3.947 2.032 -3.419 0.703
O -3.454 1.261 -4.245 -0.831
N -3.829 3.390 -3.555 -0.325
N -4.640 1.621 -2.336 0.019
H -4.236 4.038 -2.908 0.153
H -3.334 3.734 -4.354 0.222
H -4.761 0.627 -2.201 0.114
H -5.045 2.262 -1.674 0.103
C -7.917 3.369 -0.630 0.735
O -6.720 3.496 -0.932 -0.915
N -8.911 3.759 -1.447 -0.214
N -8.301 2.824 0.556 -0.409
H -9.886 3.668 -1.209 0.209
H -8.655 4.161 -2.329 0.206
H -7.581 2.534 1.188 0.208
H -9.262 2.721 0.821 0.157
C 2.246 -7.874 -0.057 0.649
O 1.829 -6.876 0.521 -0.657
N 1.650 -8.363 -1.179 -0.399
N 3.336 -8.568 0.384 -0.378
H 1.970 -9.178 -1.667 0.163
H 0.845 -7.874 -1.523 0.216
H 3.787 -8.238 1.215 0.211
H 3.691 -9.388 -0.069 0.170
C 4.016 0.220 7.846 0.691
O 4.877 -0.641 7.805 -0.641
N 3.434 0.707 6.702 -0.276
N 3.567 0.763 9.016 -0.386
H 2.721 1.411 6.691 0.163
H 3.758 0.319 5.841 0.179
H 3.979 0.425 9.865 0.234
H 2.862 1.472 9.065 0.168
C 10.178 0.426 3.779 0.596
O 10.947 -0.509 3.594 -0.688
N 9.714 1.180 2.731 -0.263
N 9.737 0.793 5.016 -0.269
H 9.079 1.947 2.840 0.148
H 10.075 0.943 1.818 0.228
H 10.074 0.267 5.799 0.199
H 9.115 1.571 5.171 0.226
C -6.293 1.450 -7.089 0.560
O -6.900 2.356 -6.531 -0.703
N -6.717 0.904 -8.272 -0.328
N -5.147 0.907 -6.593 -0.101
H -6.220 0.164 -8.735 0.204
H -7.554 1.269 -8.681 0.201
H -4.778 1.270 -5.723 0.115
H -4.659 0.162 -7.057 0.100
C -3.691 -2.419 -8.651 0.666
O -4.575 -1.626 -8.938 -0.672
N -2.395 -2.027 -8.483 -0.365
N -3.933 -3.752 -8.472 -0.403
H -1.650 -2.655 -8.242 0.162
H -2.193 -1.053 -8.604 0.211
H -4.877 -4.065 -8.588 0.215
H -3.221 -4.416 -8.235 0.168
C -12.761 2.520 -1.910 0.641
O -11.864 3.038 -1.261 -0.702
N -13.202 1.252 -1.658 -0.393
N -13.387 3.171 -2.931 -0.384
H -13.935 0.808 -2.176 0.166
H -12.759 0.751 -0.913 0.209
H -13.082 4.103 -3.136 0.215
H -14.123 2.767 -3.477 0.170
C -7.627 7.165 -0.248 0.619
O -8.514 6.642 0.406 -0.633
N -7.504 8.531 -0.341 -0.398
N -6.694 6.443 -0.934 -0.215
H -6.788 8.988 -0.871 0.149
H -8.176 9.086 0.152 0.231
H -6.757 5.430 -0.891 0.125
H -5.961 6.865 -1.470 0.164
C 0.135 -2.919 -5.246 0.672
O 0.656 -3.665 -6.061 -0.676
N 0.221 -1.555 -5.340 -0.375
N -0.578 -3.382 -4.177 -0.245
H -0.209 -0.923 -4.692 0.177
H 0.738 -1.184 -6.114 0.206
H -0.668 -4.375 -4.082 0.144
H -1.019 -2.791 -3.498 0.110
C 10.685 -0.480 -0.764 0.664
O 10.251 0.468 -0.122 -0.711
N 11.253 -1.555 -0.148 -0.379
N 10.641 -0.521 -2.129 -0.427
H 11.632 -2.341 -0.641 0.170
H 11.314 -1.529 0.857 0.219
H 10.245 0.269 -2.601 0.225
H 11.003 -1.281 -2.672 0.158
C -4.587 -4.948 -2.152 0.597
O -3.436 -4.664 -1.855 -0.600
N -4.895 -5.933 -3.052 -0.410
N -5.647 -4.288 -1.609 -0.294
H -5.832 -6.173 -3.310 0.153
H -4.132 -6.429 -3.469 0.220
H -5.432 -3.561 -0.952 0.244
H -6.604 -4.481 -1.834 0.167
C 5.253 8.326 7.104 0.653
O 4.647 7.400 7.623 -0.643
N 6.607 8.293 6.910 -0.333
N 4.626 9.461 6.679 -0.387
H 7.131 9.034 6.486 0.171
H 7.089 7.475 7.222 0.165
H 3.634 9.513 6.810 0.221
H 5.103 10.233 6.253 0.163

***

# 6
25
Properties=species:S:1:pos:R:3:mulliken_charge:R:1 method="wB97M-V/def2-TZVPD" e_lumo_ev=0.124 smiles="N[C@@H](CS)C(=O)N[C@@H](CO)C(=O)O" homo_energy_ev=-9.7 e_above_lowest_kcal_mol=70.5 orbital_gap_ev=9.79
N 0.039 2.951 0.435 -0.832
C -0.419 1.593 0.288 -0.114
C -1.973 1.662 0.513 -0.751
S -2.657 -0.113 0.808 -0.236
C -0.200 0.909 -1.040 0.559
O -0.175 1.576 -2.094 -0.678
N -0.195 -0.452 -1.081 -0.109
C 0.324 -1.342 -0.056 -0.181
C 0.722 -2.681 -0.731 -0.818
O 1.647 -2.347 -1.896 -0.559
C 1.663 -0.809 0.599 0.637
O 2.794 -0.801 0.175 -0.619
O 1.502 -0.535 1.900 -0.531
H 0.345 3.291 -0.648 0.354
H 1.024 2.913 0.972 0.320
H 0.014 1.121 1.054 0.423
H -1.932 2.398 1.386 0.378
H -2.382 2.321 -0.329 0.327
H -3.834 0.086 1.554 0.171
H 0.354 -0.708 -1.933 0.443
H -0.551 -1.588 0.647 0.314
H 1.138 -3.568 -0.111 0.310
H -0.149 -3.159 -1.106 0.383
H 2.413 -1.962 -1.529 0.342
H 0.487 -0.756 2.221 0.465

***

# 7
12
Properties=species:S:1:pos:R:3:mulliken_charge:R:1 method="wB97M-V/def2-TZVPD" e_lumo_ev=0.312 smiles="O=C(O)N=C1CC1" homo_energy_ev=-10.0 e_above_lowest_kcal_mol=45.9 orbital_gap_ev=10.27
O -1.641 -1.559 -0.303 -0.516
C -0.823 -1.618 0.577 0.697
O -0.784 -2.624 1.461 -0.466
N 0.253 -0.716 0.808 -0.556
C 0.213 0.373 0.162 0.576
C 1.116 1.390 -0.316 -0.519
C -0.280 1.095 -0.995 -0.590
H -0.023 -2.464 2.040 0.371
H 1.049 2.342 0.209 0.241
H 2.069 1.153 -0.767 0.257
H -0.669 2.093 -0.968 0.252
H -0.480 0.536 -1.908 0.252

***

# 8
24
Properties=species:S:1:pos:R:3:mulliken_spin:R:1 method="wB97M-V/def2-TZVPD" e_lumo_ev="0.110 / -4.563" homo_energy_ev="-5.0 / -8.2" multiplicity=3 orbital_gap_ev="5.09 / 3.63"
C 1.685 1.234 -0.812 0.112
C -1.545 0.175 0.211 0.015
C -1.090 -0.807 -0.552 -0.001
C 1.255 0.013 -0.544 0.079
C -2.812 0.130 0.988 -0.002
C 2.577 0.031 1.804 0.137
C 0.199 -0.702 -1.344 0.008
C 1.848 -0.767 0.775 0.167
O -0.105 -0.014 -2.538 0.001
O 0.938 -1.564 1.387 0.022
I 1.218 1.380 2.794 0.904
I 3.462 -2.083 -0.162 0.554
H 2.432 1.745 -0.231 -0.002
H 1.284 1.792 -1.642 0.005
H -0.972 1.088 0.311 -0.007
H -1.669 -1.707 -0.709 0.000
H -3.496 0.890 0.608 -0.001
H -3.286 -0.848 0.923 0.000
H -2.609 0.364 2.035 0.003
H 3.402 0.605 1.401 -0.010
H 2.935 -0.648 2.576 0.011
H 0.568 -1.716 -1.592 0.000
H 0.706 0.125 -3.039 0.001
H 0.253 -1.875 0.774 0.001

***

# 9
128
Properties=species:S:1:pos:R:3:mulliken_charge:R:1 method="wB97M-V/def2-TZVPD" e_lumo_ev=0.119 smiles=CCCC#N.CCCC#N.CCCC#N.CCCC#N.CCCC#N.CCCC#N.CCCC#N.CCCC#N.CCCC#N.OCCO.OCCO homo_energy_ev=-10.2 orbital_gap_ev=10.32
C 0.739 -3.359 3.967 -1.447
C 0.890 -1.932 4.208 0.955
C 1.839 -1.615 5.384 -0.493
C 3.195 -2.184 5.219 0.265
N 4.217 -2.664 5.027 -0.516
H 0.051 -3.593 3.156 0.366
H 0.340 -3.844 4.862 0.378
H 1.677 -3.874 3.731 0.260
H -0.071 -1.457 4.403 0.097
H 1.298 -1.425 3.327 -0.482
H 1.485 -2.046 6.330 0.438
H 1.955 -0.535 5.516 0.197
C -4.477 1.403 -6.148 -1.415
C -3.120 0.859 -5.722 0.329
C -2.112 1.952 -5.570 -0.338
C -1.870 2.734 -6.829 0.071
N -1.652 3.278 -7.790 -0.431
H -4.508 1.928 -7.106 0.410
H -4.856 2.163 -5.447 0.345
H -5.223 0.610 -6.094 0.368
H -2.840 0.124 -6.486 0.259
H -3.197 0.376 -4.738 -0.162
H -1.145 1.623 -5.210 0.288
H -2.437 2.724 -4.877 0.290
C -1.438 1.681 4.949 -1.249
C -1.779 2.404 3.632 1.314
C -3.249 2.148 3.242 -0.265
C -3.544 0.697 3.100 0.009
N -3.841 -0.403 3.035 -0.562
H -1.449 0.604 4.764 0.141
H -2.199 1.875 5.708 0.364
H -0.448 1.913 5.331 0.340
H -1.168 2.110 2.778 -0.599
H -1.694 3.492 3.760 -0.156
H -3.458 2.562 2.237 0.183
H -3.956 2.598 3.947 0.574
C 1.753 2.887 2.590 -0.211
C 2.243 3.166 4.015 -0.172
C 2.328 4.647 4.262 -0.823
C 0.959 5.332 4.184 0.301
N -0.071 5.808 4.181 -0.468
H 2.498 3.270 1.882 0.541
H 0.857 3.414 2.233 0.194
H 1.688 1.802 2.487 -0.420
H 3.220 2.685 4.149 0.329
H 1.584 2.637 4.722 0.018
H 2.949 5.167 3.527 0.326
H 2.832 4.866 5.211 0.407
C -4.121 -0.937 -0.644 -0.681
C -5.073 -0.533 -1.802 -0.161
C -6.329 -1.466 -1.901 -0.556
C -5.924 -2.853 -2.205 0.214
N -5.688 -3.898 -2.576 -0.428
H -3.802 -1.958 -0.794 0.346
H -4.605 -0.900 0.331 0.354
H -3.279 -0.241 -0.651 -0.171
H -4.556 -0.563 -2.770 -0.040
H -5.463 0.475 -1.648 0.403
H -7.039 -1.182 -2.678 0.336
H -6.830 -1.440 -0.932 0.313
C 3.067 -5.099 -0.558 -1.048
C 2.611 -4.999 0.869 0.402
C 1.337 -5.838 1.132 -0.708
C 0.166 -5.333 0.454 0.306
N -0.799 -4.951 -0.051 -0.504
H 3.211 -6.140 -0.851 0.441
H 3.979 -4.500 -0.636 0.201
H 2.388 -4.664 -1.302 0.142
H 2.374 -3.965 1.154 -0.428
H 3.376 -5.280 1.591 0.448
H 1.087 -5.933 2.195 0.330
H 1.473 -6.888 0.853 0.436
C -1.920 -3.699 -4.142 -1.223
C -0.566 -2.998 -3.932 -0.041
C 0.164 -2.430 -5.191 0.236
C 0.436 -3.540 -6.148 0.149
N 0.655 -4.320 -6.939 -0.455
H -1.726 -4.629 -4.690 0.406
H -2.577 -2.968 -4.610 0.237
H -2.313 -3.990 -3.171 0.318
H 0.125 -3.707 -3.474 0.261
H -0.721 -2.200 -3.196 -0.062
H 1.129 -2.113 -4.819 0.032
H -0.515 -1.717 -5.650 0.112
C 1.185 -0.992 -0.219 -0.071
C 0.093 -0.342 0.617 0.621
C -0.371 1.024 0.023 0.617
C -0.865 0.951 -1.344 -0.720
N -1.296 0.870 -2.385 -0.386
H 0.761 -1.292 -1.171 0.088
H 1.605 -1.896 0.219 -0.230
H 2.045 -0.331 -0.375 0.011
H 0.488 -0.140 1.623 -0.659
H -0.739 -1.029 0.760 0.709
H 0.498 1.698 0.015 0.330
H -1.166 1.481 0.608 -0.308
C -2.877 5.433 1.867 -0.510
C -2.692 6.428 0.689 -0.601
C -1.238 6.491 0.321 -0.511
C -0.621 5.223 -0.091 0.349
N -0.132 4.234 -0.394 -0.432
H -2.538 4.447 1.544 -0.174
H -3.910 5.414 2.211 0.380
H -2.281 5.751 2.724 0.238
H -3.034 7.394 1.059 0.343
H -3.288 6.006 -0.119 0.322
H -0.716 6.879 1.206 0.263
H -1.122 7.247 -0.455 0.327
O 4.206 -2.345 -2.074 -0.370
C 4.217 -1.353 -3.078 -0.139
C 5.317 -0.248 -2.955 -0.686
O 5.044 0.557 -1.828 -0.518
H 4.236 -1.924 -1.201 0.332
H 4.390 -1.832 -4.050 0.425
H 3.300 -0.755 -3.106 0.098
H 5.294 0.369 -3.855 0.384
H 6.350 -0.593 -2.862 0.299
H 4.329 1.148 -2.104 0.249
O 4.775 -1.754 0.613 -0.398
C 4.670 -1.150 1.870 -0.393
C 4.346 0.334 1.654 0.636
O 5.362 1.036 1.012 -0.604
H 5.318 -2.548 0.631 0.160
H 3.893 -1.676 2.426 -0.076
H 5.599 -1.257 2.427 0.396
H 4.152 0.706 2.668 0.142
H 3.388 0.357 1.123 -0.402
H 5.495 0.770 0.101 0.412

***

| no. | E_tot (hartree) |
| --- | --- |
| 1 | -548.40306 |
| 2 | -1611.83245 |
| 3 | -1863.85465 |
| 4 | -352.75627 |
| 5 | -4141.58271 |
| 6 | -1044.40840 |
| 7 | -360.59621 |
| 8 | -1057.67686 |
| 9 | -2362.77392 |